This record from the OMol25 dataset describes C5H6O in the gas phase. The level of theory is wB97M-V/def2-TZVPD.

```
12
Properties=species:S:1:pos:R:3:mulliken_charge:R:1
C 1.21 -0.55 -1.72 -0.9491
C 0.53 -0.39 -0.41 -0.0674
O 0.73 0.68 0.27 -0.2284
C 0.03 1.08 1.34 -0.5943
C -1.22 0.50 1.58 -0.3606
C -2.32 -0.02 1.67 0.2533
H 1.54 0.42 -2.10 0.2842
H 0.50 -0.97 -2.44 0.2945
H 2.08 -1.22 -1.69 0.2568
H -0.18 -1.11 -0.01 0.3734
H 0.40 1.98 1.79 0.3577
H -3.31 -0.40 1.73 0.3798
```

Charge   0
Relative energy (zero: lowest compared OMol25 entry of this formula, charge and spin)   439.8 kJ/mol
Gap between HOMO and LUMO (spin up / spin down)   0.3000 / 0.2654 hartree
E_LUMO (spin up / spin down)   0.0342 / 0.0082 Eh